This record from the Open Molecules 2025 dataset describes C32H84As5F30N5O5 as an isolated structure in a non-equilibrium geometry. The level of theory is wB97M-V/def2-TZVPD.

The geometry in XYZ format:
```
161
Properties=species:S:1:pos:R:3:forces:R:3:mulliken_charge:R:1
C -2.096 -0.684 -4.016 -0.02 0.58 0.96 -1.30
C -2.158 -1.976 -3.157 1.90 0.68 -0.48 -0.21
N -0.719 -2.427 -2.539 -0.90 0.74 -1.02 -0.11
C 0.280 -2.668 -3.659 -0.78 0.73 1.14 -1.12
C -0.181 -1.220 -1.599 0.05 -1.97 0.10 -0.36
C -0.808 -1.152 -0.190 -0.09 -0.66 -0.44 -1.24
C -0.799 -3.796 -1.818 -1.87 0.63 0.50 -0.72
C -1.194 -5.083 -2.691 1.62 1.36 -0.09 -0.79
O 0.038 -5.676 -3.100 0.03 2.54 2.59 -0.32
C -0.072 -6.746 -3.906 -1.19 -2.17 -0.98 -0.80
H -3.104 -0.433 -4.347 -0.15 -0.48 -0.10 0.41
H -1.462 -0.619 -4.900 0.05 -0.66 0.10 0.36
H -1.862 0.185 -3.400 0.23 -0.01 0.12 0.34
H -2.499 -2.740 -3.855 -0.02 -0.46 0.73 0.39
H -2.770 -1.775 -2.278 -0.18 -0.48 -0.24 0.36
H 1.162 -2.978 -3.098 0.27 -0.02 -0.67 0.48
H 0.396 -1.717 -4.180 0.26 -0.37 -0.22 0.40
H -0.126 -3.480 -4.262 0.35 0.32 -0.21 0.44
H -0.272 -0.254 -2.095 -0.43 -0.45 -0.40 0.41
H 0.886 -1.443 -1.597 0.02 0.05 0.43 0.39
H -0.639 -1.989 0.487 0.63 -0.26 -0.36 0.37
H -1.897 -1.152 -0.239 -0.06 0.73 -0.11 0.35
H -0.397 -0.283 0.324 -0.32 0.16 -0.17 0.37
H -1.547 -3.566 -1.059 -0.48 -0.57 -0.09 0.50
H 0.083 -3.901 -1.186 0.43 -0.32 -0.71 0.57
H -1.749 -4.817 -3.591 -0.17 0.41 -0.17 0.33
H -1.862 -5.776 -2.179 0.31 -0.03 0.62 0.56
H 0.913 -7.193 -4.035 -0.10 0.38 -0.67 0.25
H -0.678 -6.478 -4.772 0.69 -0.10 -0.92 0.37
H -0.679 -7.542 -3.474 -0.14 -0.31 0.57 0.32
C 1.437 -0.749 7.298 0.10 -0.62 -0.16 -1.38
C 2.121 -2.066 6.858 0.51 -0.72 1.01 -0.40
N 2.944 -2.900 7.941 0.62 0.95 0.92 0.24
C 4.196 -2.036 8.377 -0.60 -1.05 -0.19 -0.94
C 2.001 -3.066 9.188 1.38 -0.49 -0.52 -0.61
C 2.558 -3.781 10.441 -0.19 0.49 -0.69 -1.23
C 3.363 -4.332 7.405 -1.59 1.88 0.14 -0.62
C 3.919 -4.304 5.991 1.96 0.14 1.60 -0.72
O 5.028 -3.377 6.133 -0.64 -0.41 0.91 -0.30
C 5.859 -3.253 5.021 0.15 -0.31 -1.49 -0.79
H 0.496 -0.921 7.821 0.20 -0.11 0.23 0.37
H 1.144 -0.246 6.377 0.18 -0.01 -0.11 0.42
H 2.058 -0.046 7.853 0.13 -0.20 -0.01 0.34
H 2.845 -1.886 6.064 -0.17 -0.09 0.01 0.46
H 1.364 -2.797 6.576 0.00 0.17 -0.41 0.49
H 4.998 -2.634 8.807 -0.43 -0.55 0.02 0.35
H 3.871 -1.362 9.170 -0.11 0.29 -0.49 0.40
H 4.670 -1.605 7.495 -0.62 0.34 0.19 0.37
H 1.170 -3.644 8.782 -0.34 0.56 0.13 0.49
H 1.828 -2.037 9.503 -0.76 -0.21 -0.37 0.42
H 3.165 -3.068 10.999 0.37 -0.40 0.00 0.31
H 3.050 -4.733 10.243 0.16 0.19 0.05 0.33
H 1.697 -3.997 11.074 -0.06 -0.01 -0.05 0.42
H 2.449 -4.926 7.432 -0.08 -0.01 0.02 0.42
H 4.040 -4.697 8.178 0.24 -0.02 -0.51 0.37
H 3.258 -4.130 5.143 -0.19 0.55 0.24 0.46
H 4.267 -5.333 5.893 0.38 -0.17 -0.45 0.43
H 6.632 -2.484 5.007 -0.78 0.88 0.91 0.29
H 5.146 -3.063 4.219 0.77 -0.18 -0.86 0.35
H 6.534 -4.099 4.891 -0.65 -0.83 -0.30 0.28
C 7.263 5.176 -5.738 -2.07 1.25 0.64 -1.16
C 6.196 5.768 -4.696 -0.27 -0.55 -0.41 -0.76
N 6.355 5.393 -3.209 -0.51 -0.02 0.01 0.01
C 5.004 5.825 -2.480 1.66 -0.38 -0.82 -0.92
C 6.627 3.834 -3.055 -1.51 1.09 -0.09 -0.68
C 5.483 3.022 -3.727 1.48 -0.56 0.54 -1.35
C 7.593 6.199 -2.686 -2.47 -0.28 0.22 -0.60
C 7.892 5.913 -1.222 0.18 -1.34 -0.39 -0.65
O 8.861 4.881 -1.187 1.36 0.82 0.41 -0.31
C 9.626 4.903 0.024 -0.18 0.40 0.28 -0.83
H 6.650 5.142 -6.638 0.08 -0.40 -0.15 0.38
H 7.550 4.158 -5.473 0.28 0.34 -0.15 0.28
H 8.051 5.868 -6.033 0.34 -0.28 0.70 0.39
H 5.185 5.524 -5.021 0.02 -1.43 0.25 0.65
H 5.934 6.824 -4.763 1.46 0.60 0.29 0.53
H 5.126 5.732 -1.401 0.10 0.05 -0.21 0.31
H 4.185 5.188 -2.813 0.32 0.05 -0.12 0.39
H 4.827 6.852 -2.797 -0.01 -0.06 0.21 0.42
H 6.630 3.592 -1.993 0.11 0.38 0.03 0.53
H 7.648 3.736 -3.424 -0.31 -0.44 -0.17 0.58
H 5.538 3.061 -4.815 -0.63 0.30 0.14 0.32
H 4.518 3.141 -3.235 -0.07 0.77 -0.54 0.36
H 5.628 1.972 -3.474 0.59 -0.15 -0.05 0.46
H 7.283 7.243 -2.734 -0.03 0.00 -0.40 0.42
H 8.370 6.008 -3.426 0.26 -0.08 0.55 0.46
H 7.087 5.475 -0.632 -0.85 0.47 -0.31 0.31
H 8.106 6.867 -0.740 0.86 -0.10 0.15 0.53
H 9.001 4.636 0.877 0.03 -0.65 0.02 0.32
H 9.968 5.902 0.296 0.06 0.41 -0.48 0.34
H 10.532 4.306 -0.075 -0.46 -0.34 -0.09 0.27
C -10.113 -3.419 3.857 0.66 0.32 -0.49 -1.31
C -8.890 -4.268 3.491 -0.46 -0.36 1.18 0.09
C -8.872 -4.873 2.088 1.94 -0.38 0.12 -0.70
O -7.683 -5.712 2.037 -0.92 -0.29 0.24 -0.30
C -7.545 -6.548 0.862 0.51 1.14 -0.45 -0.76
N -7.606 -3.469 3.898 -1.85 -1.52 -0.22 -0.23
H -7.567 -2.641 3.320 0.92 0.37 -0.18 0.33
H -7.686 -3.260 4.883 -0.37 0.75 0.29 0.37
H -6.844 -4.131 3.912 0.98 0.00 -1.15 0.32
H -10.162 -3.296 4.939 -0.16 -0.03 -0.04 0.39
H -11.040 -3.852 3.482 0.15 -0.11 0.11 0.38
H -10.010 -2.431 3.407 -0.19 0.15 -0.06 0.39
H -8.846 -5.070 4.228 0.00 -0.39 -0.33 0.31
H -8.800 -4.110 1.314 -0.08 0.21 -0.14 0.45
H -9.792 -5.436 1.928 -0.06 -0.10 0.19 0.39
H -6.520 -6.904 0.752 0.13 0.28 0.67 0.26
H -7.681 -5.867 0.021 -0.35 -0.34 -0.40 0.33
H -8.148 -7.452 0.777 -0.63 0.35 0.49 0.28
C -6.489 7.519 -2.406 -0.65 0.77 -0.37 -1.40
C -5.138 6.992 -2.721 0.72 -0.95 0.44 0.26
C -4.279 6.767 -1.463 1.16 0.35 -1.17 -0.75
O -3.131 6.051 -1.885 -2.47 -0.12 -1.09 -0.27
C -1.985 6.095 -1.141 1.74 -0.42 0.00 -0.82
N -5.253 5.648 -3.533 0.36 1.84 0.92 -0.21
H -6.051 5.753 -4.142 -0.37 -0.47 -0.16 0.37
H -4.429 5.484 -4.094 0.60 -0.04 -0.20 0.35
H -5.335 4.891 -2.868 -0.36 -0.60 0.11 0.31
H -7.028 7.028 -1.595 0.05 -0.12 -0.18 0.36
H -7.071 7.569 -3.326 -0.39 -0.30 0.06 0.44
H -6.371 8.580 -2.183 0.02 -0.02 0.44 0.38
H -4.636 7.722 -3.357 0.20 -0.49 -0.27 0.26
H -4.787 6.283 -0.629 -0.20 -0.08 -0.01 0.43
H -3.948 7.774 -1.207 -0.25 0.20 0.56 0.38
H -1.453 7.044 -1.207 -0.28 0.44 0.23 0.32
H -1.351 5.407 -1.700 0.34 -0.20 0.53 0.27
H -2.100 5.773 -0.106 -0.09 -0.01 0.07 0.32
As 4.773 1.515 2.575 -0.10 -0.89 -1.33 2.06
F 3.756 -0.013 2.354 1.12 1.91 0.21 -0.55
F 4.009 2.211 1.089 0.38 -0.56 1.54 -0.53
F 5.674 3.033 2.778 -0.21 -1.30 -0.20 -0.49
F 5.534 0.707 3.956 -0.19 0.65 -0.96 -0.48
F 6.056 0.834 1.423 -1.50 0.83 1.72 -0.53
F 3.575 2.210 3.686 0.47 -0.69 -1.03 -0.48
As -6.986 1.220 0.030 -0.43 0.60 -0.16 2.03
F -6.080 -0.178 0.779 -1.06 1.50 -0.89 -0.52
F -5.479 1.892 -0.665 -0.97 -0.63 0.57 -0.51
F -7.894 2.625 -0.658 0.86 -1.27 0.53 -0.51
F -8.543 0.591 0.686 1.68 0.40 -0.48 -0.51
F -6.700 2.224 1.515 -0.31 -1.35 -1.44 -0.49
F -7.243 0.321 -1.520 0.32 0.75 1.90 -0.49
As -0.226 6.008 -7.074 -1.32 1.63 -1.34 1.99
F -1.602 4.984 -6.514 1.35 1.04 0.31 -0.51
F -1.398 7.213 -7.801 0.78 -1.13 1.18 -0.52
F 1.056 6.991 -7.757 -0.15 -0.37 0.53 -0.48
F 1.011 4.909 -6.426 -1.18 0.64 -0.11 -0.49
F -0.373 5.173 -8.606 0.52 -0.15 0.83 -0.46
F -0.216 7.074 -5.594 -0.04 -1.64 -1.07 -0.52
As -1.909 -3.642 -9.772 0.12 -1.03 -0.52 1.99
F -1.768 -1.877 -9.599 0.27 -1.36 -0.27 -0.48
F -0.430 -3.959 -8.765 -0.99 0.73 -1.20 -0.52
F -2.072 -5.444 -9.854 -0.03 1.71 -0.14 -0.50
F -3.425 -3.421 -10.715 1.37 -0.28 1.00 -0.50
F -0.994 -3.662 -11.337 -0.76 0.18 1.96 -0.50
F -2.800 -3.661 -8.247 0.05 0.03 -0.59 -0.49
As -2.216 -6.666 4.390 -0.85 -0.42 1.41 2.02
F -2.674 -7.482 2.915 0.18 0.51 0.39 -0.48
F -2.181 -4.991 3.616 0.23 -2.03 0.80 -0.55
F -1.842 -5.949 6.004 0.00 -0.06 -1.60 -0.51
F -2.260 -8.243 5.335 -0.14 1.67 -1.39 -0.51
F -0.555 -6.980 3.983 -0.32 0.62 0.34 -0.47
F -3.949 -6.394 4.681 0.84 -0.05 0.06 -0.50
```
Positions in Å, forces in eV/Å.

HOMO   -0.3715 Ha
Electronic energy   -16094.5962 hartree
2S+1   1
Gap between HOMO and LUMO   9.184 eV